Record 1
# C31H46BN8Rh

A structure of composition C31H46BN8Rh at a distorted geometry (wB97M-V/def2-TZVPD, OMol25).

Geometry as ORCA input:
```
! wB97M-V def2-TZVPD RIJCOSX def2/J DEFGRID3
* xyz 2 1
Rh 0.075 0.039 0.219
C 0.710 -0.964 -5.049
C 0.530 -0.095 -3.850
C 0.395 1.283 -3.792
C 0.245 1.620 -2.455
N 0.279 0.464 -1.740
N 0.467 -0.561 -2.600
B 0.740 -1.953 -2.072
N 1.910 -1.811 -1.127
N 1.843 -0.984 -0.060
C 3.063 -0.981 0.537
C 3.892 -1.825 -0.192
C 3.137 -2.335 -1.228
C 3.557 -3.298 -2.288
C 3.482 -0.241 1.773
C 3.920 -1.254 2.841
C 2.330 0.583 2.302
C 4.656 0.690 1.433
N -0.440 -2.427 -1.263
N -0.852 -1.739 -0.169
C -1.856 -2.454 0.420
C -2.056 -3.594 -0.349
C -1.153 -3.551 -1.391
C -0.962 -4.542 -2.487
C -2.652 -2.125 1.658
C -4.117 -1.893 1.252
C -2.587 -3.316 2.624
C -2.117 -0.888 2.330
C 0.043 2.982 -1.863
C -1.355 3.005 -1.267
C 1.098 3.205 -0.769
C 0.171 4.069 -2.927
H 0.598 -0.366 -5.949
H -0.026 -1.767 -5.066
H 1.699 -1.422 -5.062
H 0.411 1.956 -4.631
H 0.994 -2.701 -2.958
H 4.926 -2.044 0.016
H 4.576 -3.622 -2.094
H 3.524 -2.836 -3.275
H 2.909 -4.174 -2.308
H 3.106 -1.935 3.098
H 4.227 -0.726 3.745
H 4.766 -1.845 2.494
H 1.477 -0.068 2.537
H 2.043 1.338 1.560
H 2.637 1.096 3.215
H 5.505 0.126 1.048
H 4.981 1.212 2.333
H 4.370 1.431 0.684
H -2.781 -4.368 -0.163
H -1.700 -5.334 -2.385
H 0.031 -4.992 -2.447
H -1.081 -4.081 -3.467
H -4.515 -2.761 0.727
H -4.219 -1.025 0.597
H -4.724 -1.732 2.143
H -2.965 -4.224 2.157
H -3.208 -3.106 3.496
H -1.566 -3.504 2.960
H -2.193 -0.055 1.644
H -1.073 -1.031 2.643
H -2.702 -0.637 3.216
H -1.465 2.164 -0.594
H -2.112 2.914 -2.048
H -1.534 3.928 -0.716
H 1.020 2.438 0.013
H 0.961 4.180 -0.299
H 2.107 3.160 -1.181
H -0.593 3.957 -3.697
H 1.153 4.044 -3.402
H 0.039 5.050 -2.470
N -0.773 3.091 3.503
C -0.121 2.134 2.837
N -0.790 1.672 1.794
C -2.014 2.390 1.819
C -3.170 2.306 1.034
C -4.182 3.209 1.270
C -4.111 4.148 2.313
C -3.020 4.189 3.150
C -1.991 3.294 2.876
H -0.431 3.573 4.319
H 0.844 1.800 3.159
H -3.288 1.553 0.266
H -5.059 3.194 0.637
H -4.936 4.829 2.472
H -2.961 4.874 3.986
*
```

Summary:
DFT total energy: -48487.5345 eV



Record 2
# C31H46BrN3OP2V

A structure of composition C31H46BrN3OP2V at a distorted geometry (wB97M-V/def2-TZVPD, OMol25).

Geometry as ORCA input:
```
! wB97M-V def2-TZVPD RIJCOSX def2/J DEFGRID3
* xyz 2 4
N -6.819 5.406 -5.735
C -6.579 6.004 -4.565
C -5.826 5.402 -3.551
C -5.236 4.137 -3.776
C -5.521 3.516 -5.014
C -6.318 4.190 -5.951
C -4.342 3.534 -2.787
V -0.032 -0.131 0.995
P 6.262 -1.037 -0.041
C -3.409 2.595 -3.092
C -2.481 2.074 -2.138
C -1.285 1.460 -2.591
C -0.338 1.024 -1.667
C -0.602 1.264 -0.318
C -1.820 1.769 0.180
C -2.750 2.216 -0.758
Br 2.254 0.443 0.721
H -4.398 3.951 -1.775
H -3.280 2.271 -4.128
H -5.674 5.934 -2.615
H -5.132 2.530 -5.263
H -7.003 7.001 -4.429
H -6.544 3.716 -6.910
H -1.098 1.360 -3.662
H -3.685 2.665 -0.416
H 0.610 0.584 -1.990
H -2.007 1.907 1.245
P -0.380 -2.257 0.074
C 5.814 0.724 0.173
C 6.925 1.673 -0.299
H 5.608 0.852 1.246
H 4.884 0.882 -0.391
H 6.735 2.672 0.111
H 7.916 1.344 0.041
H 6.944 1.753 -1.393
C 5.514 -1.488 -1.655
C 6.246 -2.660 -2.322
H 5.566 -0.586 -2.285
H 4.459 -1.724 -1.448
H 5.964 -2.711 -3.379
H 7.336 -2.541 -2.268
H 5.981 -3.616 -1.855
C 5.248 -1.970 1.168
C 6.018 -2.216 2.472
H 5.029 -2.924 0.661
H 4.312 -1.413 1.332
H 5.465 -2.945 3.076
H 7.020 -2.622 2.278
H 6.127 -1.294 3.057
C -0.232 -3.662 1.247
C -1.349 -4.702 1.226
H -0.141 -3.209 2.245
H 0.735 -4.138 1.027
H -2.293 -4.303 1.617
H -1.530 -5.102 0.220
H -1.069 -5.547 1.869
C 0.859 -2.630 -1.234
C 0.354 -2.638 -2.678
H 1.302 -3.605 -0.976
H 1.655 -1.879 -1.100
H -0.302 -3.496 -2.875
H -0.185 -1.720 -2.943
H 1.210 -2.720 -3.359
C -2.050 -2.306 -0.687
C -3.195 -1.843 0.218
H -2.225 -3.333 -1.049
H -1.989 -1.663 -1.579
H -3.914 -1.255 -0.367
H -3.739 -2.696 0.645
H -2.861 -1.200 1.045
N -1.560 1.902 7.578
C -2.037 0.802 6.914
O -2.811 0.016 7.449
C -1.590 0.629 5.494
C -0.817 1.561 4.788
C -0.399 1.281 3.488
N -0.739 0.117 2.840
C -1.529 -0.785 3.516
C -1.959 -0.543 4.815
H -1.773 1.967 8.554
H -0.761 2.434 7.244
H -0.542 2.528 5.212
H 0.218 2.000 2.945
H -1.821 -1.696 2.991
H -2.602 -1.280 5.295
*
```

Summary:
DFT total energy: -153704.3604 eV
expectation value of S²: 3.80
energy relative to the best compared isomer or geometry (same formula, charge and spin): 0.000 eV



Record 3
# C31H46CeCl2NP

A structure of composition C31H46CeCl2NP at a distorted geometry (wB97M-V/def2-TZVPD, OMol25).

Geometry as ORCA input:
```
! wB97M-V def2-TZVPD RIJCOSX def2/J DEFGRID3
* xyz 0 1
P 0.066 -0.837 -1.177
C 1.623 -0.245 -2.127
C 1.886 -0.648 -3.585
C 3.288 -0.213 -4.037
C 3.571 1.276 -3.782
C 3.188 1.725 -2.367
C 1.767 1.276 -1.989
C -1.354 0.020 -2.097
C -1.240 0.171 -3.614
C -2.550 0.707 -4.201
C -2.985 2.027 -3.547
C -2.961 1.977 -2.015
C -1.662 1.378 -1.445
C -0.094 -2.531 -1.998
C 1.098 -3.435 -1.633
C 1.014 -4.823 -2.279
C -0.324 -5.529 -2.001
C -1.527 -4.626 -2.313
C -1.423 -3.234 -1.674
H 2.390 -0.728 -1.496
H 1.151 -0.174 -4.248
H 1.788 -1.729 -3.743
H 3.416 -0.433 -5.107
H 4.033 -0.808 -3.489
H 4.636 1.478 -3.949
H 3.014 1.880 -4.511
H 3.891 1.290 -1.639
H 3.256 2.818 -2.281
H 1.545 1.598 -0.963
H 1.048 1.774 -2.656
H -2.200 -0.654 -1.888
H -3.337 -0.043 -4.041
H -0.993 -0.780 -4.106
H -0.433 0.877 -3.860
H -2.441 0.845 -5.287
H -3.996 2.281 -3.883
H -2.323 2.833 -3.892
H -3.105 2.985 -1.604
H -3.804 1.361 -1.668
H -1.751 1.272 -0.351
H -0.826 2.071 -1.629
H -0.078 -2.303 -3.075
H 2.054 -2.975 -1.913
H 1.132 -3.563 -0.542
H 1.146 -4.737 -3.368
H 1.839 -5.448 -1.909
H -0.360 -5.815 -0.941
H -0.389 -6.457 -2.588
H -2.449 -5.116 -1.971
H -1.610 -4.522 -3.404
H -2.277 -2.639 -2.018
H -1.538 -3.325 -0.585
Ce -0.028 -0.337 2.194
Cl -2.430 -1.104 1.673
Cl 2.405 0.196 1.500
C -0.356 1.491 3.436
H -0.640 1.272 4.476
C -0.409 2.891 3.113
C -1.111 3.837 3.925
C -1.324 5.130 3.462
C -0.803 5.525 2.220
C -0.025 4.641 1.443
C 0.196 3.342 1.901
H -1.512 3.519 4.903
H -1.898 5.845 4.067
H 0.421 4.953 0.486
H 0.841 2.639 1.351
H -0.993 6.520 1.840
N -0.212 -1.480 4.631
C 0.070 -0.874 5.923
C 1.407 -0.814 6.319
C 1.731 -0.201 7.523
C 0.721 0.300 8.350
C -0.625 0.199 7.965
C -0.958 -0.402 6.745
H 0.376 -2.314 4.571
H -1.184 -1.795 4.606
H 2.187 -1.267 5.675
H 2.777 -0.102 7.824
H 0.982 0.775 9.292
H -1.402 0.600 8.619
H -2.014 -0.531 6.452
*
```

Summary:
DFT total energy: -81647.8429 eV
energy relative to the best compared isomer or geometry (same formula, charge and spin): 0.000 eV



Record 4
# C31H46Cl2MnNP

A structure of composition C31H46Cl2MnNP at a distorted geometry (wB97M-V/def2-TZVPD, OMol25).

Geometry as ORCA input:
```
! wB97M-V def2-TZVPD RIJCOSX def2/J DEFGRID3
* xyz -1 5
P 0.418 1.424 0.399
C -1.152 2.356 0.960
C -1.102 3.866 1.243
C -2.423 4.325 1.881
C -3.646 3.947 1.039
C -3.661 2.460 0.675
C -2.335 2.005 0.045
C 0.807 2.122 -1.327
C 0.633 3.621 -1.585
C 1.169 3.977 -2.981
C 0.512 3.140 -4.084
C 0.578 1.637 -3.795
C 0.068 1.291 -2.389
C 1.704 2.378 1.393
C 1.467 2.134 2.895
C 2.535 2.811 3.767
C 3.957 2.424 3.352
C 4.196 2.652 1.857
C 3.131 1.977 0.977
H -1.320 1.844 1.927
H -0.939 4.420 0.309
H -0.270 4.122 1.911
H -2.394 5.409 2.039
H -2.514 3.857 2.870
H -4.562 4.203 1.584
H -3.650 4.544 0.117
H -3.833 1.866 1.583
H -4.483 2.245 -0.015
H -2.362 0.920 -0.132
H -2.210 2.504 -0.928
H 1.882 1.893 -1.420
H 2.254 3.806 -2.998
H 1.152 4.221 -0.824
H -0.434 3.883 -1.538
H 1.008 5.044 -3.173
H 0.993 3.353 -5.046
H -0.540 3.441 -4.184
H -0.002 1.082 -4.540
H 1.620 1.300 -3.878
H 0.222 0.221 -2.184
H -1.013 1.492 -2.330
H 1.567 3.456 1.171
H 0.474 2.491 3.201
H 1.483 1.049 3.074
H 2.422 3.901 3.689
H 2.361 2.544 4.814
H 4.124 1.364 3.585
H 4.685 2.997 3.937
H 5.185 2.277 1.571
H 4.189 3.731 1.654
H 3.319 2.244 -0.072
H 3.222 0.883 1.049
Mn -0.152 -2.874 0.150
Cl 1.500 -1.821 -0.887
Cl -1.610 -1.749 1.388
C -1.000 -3.976 -1.078
H -0.744 -5.058 -1.100
C -1.859 -3.598 -2.161
C -2.082 -4.441 -3.297
C -2.871 -3.996 -4.347
C -3.480 -2.728 -4.299
C -3.297 -1.905 -3.175
C -2.509 -2.324 -2.116
H -1.607 -5.425 -3.319
H -3.021 -4.632 -5.220
H -3.779 -0.927 -3.132
H -2.377 -1.716 -1.218
H -4.096 -2.386 -5.131
C 1.521 -8.471 2.763
C 1.174 -7.130 2.189
C -0.040 -6.518 2.511
C -0.370 -5.293 1.946
N 0.470 -4.650 1.094
C 1.657 -5.231 0.781
C 2.034 -6.459 1.314
H 1.552 -8.444 3.862
H 0.778 -9.232 2.486
H 2.498 -8.808 2.405
H -0.747 -6.997 3.192
H -1.319 -4.793 2.144
H 2.288 -4.683 0.079
H 2.994 -6.892 1.030
*
```

Summary:
DFT total energy: -100040.9668 eV
expectation value of S²: 6.17
energy relative to the best compared isomer or geometry (same formula, charge and spin): 0.000 eV



Record 5
# C31H46ClFN8O7S2SiTi

A structure of composition C31H46ClFN8O7S2SiTi (wB97M-V/def2-TZVPD, OMol25).

Geometry as ORCA input:
```
! wB97M-V def2-TZVPD RIJCOSX def2/J DEFGRID3
* xyz 0 1
Ti -1.234 -0.702 -1.383
C 1.224 -3.966 0.742
C 0.211 -2.950 0.322
N 0.456 -1.932 -0.420
N 1.756 -1.832 -0.839
C 2.018 -0.700 -1.422
N 3.290 -0.517 -1.862
S 0.897 0.570 -1.694
C -1.176 -3.085 0.768
C -1.526 -3.947 1.801
C -2.839 -3.987 2.228
C -3.757 -3.158 1.610
C -3.332 -2.337 0.580
N -2.070 -2.304 0.147
H 2.149 -3.830 0.194
H 0.837 -4.971 0.568
H 1.433 -3.870 1.811
H 3.995 -1.145 -1.512
H 3.572 0.403 -2.154
H -0.770 -4.561 2.269
H -3.136 -4.644 3.035
H -4.796 -3.136 1.908
H -4.022 -1.679 0.077
C 1.105 4.570 0.358
C 0.267 3.906 1.441
C 0.671 4.406 2.822
C -1.216 4.153 1.191
O 0.582 2.506 1.361
Si -0.225 1.171 1.828
S -1.757 0.631 0.471
O -0.949 1.544 3.251
C -1.907 0.854 4.069
C -1.776 -0.658 3.911
C -1.600 1.266 5.503
C -3.304 1.317 3.674
O 0.841 -0.051 1.985
C 2.102 -0.072 2.687
C 3.164 0.623 1.845
C 2.438 -1.546 2.858
C 1.978 0.604 4.048
H 0.942 5.649 0.350
H 0.843 4.165 -0.622
H 2.165 4.377 0.531
H 0.481 5.477 2.911
H 1.735 4.229 2.987
H 0.103 3.883 3.592
H -1.420 5.225 1.219
H -1.827 3.668 1.954
H -1.518 3.771 0.215
H -0.767 -0.988 4.160
H -1.995 -0.960 2.884
H -2.483 -1.163 4.573
H -0.593 0.955 5.783
H -2.311 0.810 6.194
H -1.666 2.351 5.601
H -3.510 1.066 2.634
H -3.389 2.398 3.798
H -4.055 0.838 4.307
H 3.247 0.139 0.874
H 4.133 0.566 2.346
H 2.905 1.669 1.688
H 2.509 -2.025 1.880
H 1.658 -2.043 3.439
H 3.389 -1.666 3.382
H 1.698 1.653 3.944
H 2.934 0.554 4.572
H 1.224 0.106 4.658
F 1.733 0.783 -5.804
C 2.120 -0.413 -5.345
C 1.230 -1.280 -4.855
N 1.616 -2.504 -4.351
C 0.665 -3.482 -3.823
C -0.713 -2.887 -3.601
O -1.687 -3.267 -4.203
O -0.724 -1.882 -2.756
C 2.938 -2.899 -4.343
O 3.305 -3.965 -3.896
N 3.812 -1.995 -4.914
C 3.542 -0.712 -5.381
O 4.423 0.026 -5.761
H 0.176 -1.034 -4.828
H 1.045 -3.831 -2.860
H 0.587 -4.330 -4.500
H 4.782 -2.277 -4.915
N -1.936 -0.242 -4.770
C -1.825 0.997 -4.197
C -1.965 2.136 -5.011
C -1.826 3.385 -4.468
C -1.545 3.499 -3.107
C -1.407 2.347 -2.379
N -1.534 1.104 -2.891
H -2.371 -0.247 -5.678
H -2.261 -0.993 -4.173
H -2.186 2.001 -6.061
H -1.936 4.264 -5.089
H -1.427 4.458 -2.624
H -1.176 2.387 -1.324
Cl -3.482 -0.794 -2.022
*
```

Summary:
DFT total energy: -127062.9136 eV
energy relative to the best compared isomer or geometry (same formula, charge and spin): 0.000 eV



Question: Among the records above, which one has the highest DFT total energy?
Answer: C31H46BN8Rh